Arrangement i

A cluster of 2 separate species, C6H10N5 in total, computed with ωB97M-V/def2-TZVPD.

Last column: Löwdin charge in e.
Cartesian coordinates (Å):
C 0.65218 1.41989 -1.38334  0.019
C -1.40051 1.76449 -0.16237  0.055
C -0.49833 2.22792 -1.09810  -0.261
C 0.87596 0.33328 -0.64594  -0.057
C -1.29714 0.41404 0.44845  -0.330
C 2.45247 -4.25125 1.56254  0.017
N 1.38037 -2.37819 0.67194  0.207
N 1.88764 -3.25368 1.09900  -0.167
N -0.13401 -0.14039 0.12113  0.091
N -0.76697 3.47264 -1.67870  0.128
N -2.23502 -0.14627 1.14738  0.177
H 1.35332 1.77896 -2.06842  0.108
H -2.35851 2.26126 -0.01816  0.117
H 1.49498 -0.43732 -0.92108  0.097
H 2.95633 -4.81192 0.83868  0.075
H 2.40523 -4.67780 2.49453  0.063
H 0.06575 -1.13336 0.39073  0.098
H -0.10192 4.07646 -2.15578  0.116
H -1.70330 3.85726 -1.73045  0.110
H -3.01706 0.56591 1.29242  0.170
H -2.01143 -0.94195 1.79554  0.165

Calculated values
Frontier orbital gap   9.192 eV
HOMO   -0.444 Ha
Net charge   +1
Multiplicity   1

=====

Arrangement ii

A cluster of 2 separate species, C6H10N5 in total, computed with ωB97M-V/def2-TZVPD.

Last column: Löwdin charge in e.
Cartesian coordinates (Å):
C 3.08776 1.55439 -0.22811  -0.012
C 2.15486 1.46035 0.73743  0.000
C 2.39916 -0.55867 -0.27488  -0.284
C -3.48620 -0.43844 0.06050  -0.320
C 2.22462 -1.84906 -0.64087  0.139
C 0.55404 -0.29533 1.22776  0.211
N 3.25763 0.37176 -0.86220  0.112
N -2.56279 -1.15597 0.35358  0.100
N 1.63072 0.17913 0.65384  -0.028
N -4.31296 0.39100 -0.10681  0.002
N -5.08557 1.09013 -1.00335  0.028
H 3.54073 2.50949 -0.33918  0.141
H 1.76605 2.17687 1.31938  0.103
H 2.82182 -2.31461 -1.54532  0.130
H 1.62345 -2.66757 -0.20381  0.085
H 0.00663 0.28685 1.80484  0.062
H 0.05071 -1.27981 1.02935  0.123
H -2.52336 -1.53724 1.25426  0.038
H -5.64377 1.73968 -0.41370  0.110
H -5.56537 0.43880 -1.64082  0.104
H 4.06184 -0.10172 -1.18190  0.155

Calculated values
Frontier orbital gap (alpha / beta)   5.975 / 5.973 eV
HOMO (alpha / beta)   -0.409 / -0.409 Ha
Net charge   +1
Multiplicity   1

=====

Most stable structure: arrangement i

=====

Arrangement i

A cluster of 3 separate species, C3H14NO2S2 in total, computed with ωB97M-V/def2-TZVPD.

Last column: Löwdin charge in e.
Cartesian coordinates (Å):
N -0.49294 0.71946 1.42666  0.204
C -0.61152 0.95078 -0.06325  -0.421
C -0.49797 2.41427 -0.45740  -0.023
C 0.32579 -0.08302 -0.78211  -0.458
S -0.52546 -1.69654 -0.64478  0.501
S 0.31579 -2.67159 1.05260  0.368
H -1.29437 1.09835 1.93270  0.177
H 0.34172 1.14931 1.84351  0.128
H -0.57030 -0.31164 1.48293  0.063
H -1.62705 0.61274 -0.26624  0.117
H -1.47243 2.88793 -0.34761  0.091
H -0.17069 2.49697 -1.49284  0.081
H 0.19132 2.95295 0.20066  0.084
H 1.30232 -0.04802 -0.29891  0.089
H 0.35133 0.07831 -1.85182  0.051
H 1.59253 -2.35663 0.69865  -0.160
H -0.63100 0.40024 -4.23534  0.038
H -1.41833 1.71337 -3.77396  0.054
O -0.56860 1.25655 -3.82941  -0.046
H 2.00030 2.98499 3.25737  0.070
H 2.75536 2.48279 2.13883  0.050
O 2.13876 2.13393 2.79246  -0.058

Calculated values
Frontier orbital gap   9.348 eV
HOMO   -0.455 Ha
Net charge   +1
Multiplicity   1

=====

Arrangement ii

A cluster of 3 separate species, C3H14NO2S2 in total, computed with ωB97M-V/def2-TZVPD.

Last column: Löwdin charge in e.
Cartesian coordinates (Å):
N -0.01831 -0.79527 -1.45431  0.200
C -0.80373 -0.87184 -0.15935  -0.379
C -1.83633 -1.97502 -0.29328  -0.030
C -1.44172 0.52418 0.08695  -0.555
S -0.94609 1.35233 1.60049  0.495
S 0.58738 2.57977 0.90044  0.376
H 0.51470 -1.65687 -1.60047  0.110
H -0.70621 -0.72978 -2.20258  0.173
H 0.61089 0.01549 -1.42317  0.121
H -0.09892 -0.98371 0.64971  0.126
H -1.46654 -2.81591 -0.87150  0.066
H -2.08581 -2.37233 0.68552  0.104
H -2.75343 -1.61600 -0.76745  0.097
H -1.18606 1.18066 -0.75694  0.067
H -2.51322 0.46091 -0.03388  0.076
H 1.54708 1.64697 1.00341  -0.204
H 3.34608 -0.51719 -0.88201  0.065
H 3.05722 0.04323 -2.29244  0.066
O 2.71891 0.01380 -1.38875  -0.048
H 0.27236 -4.17121 -0.98257  0.051
H 1.82367 -4.12050 -0.99638  0.064
O 1.02982 -3.60081 -1.15088  -0.040

Calculated values
Frontier orbital gap   9.608 eV
HOMO   -0.464 Ha
Net charge   +1
Multiplicity   1

=====

Most stable structure: arrangement ii